one:
{
  "formula": "C53H45Cl2GeHgN5S2Si",
  "method": "ωB97M-V/def2-TZVPD",
  "species": ["C", "C", "C", "C", "H", "H", "C", "H", "H", "C", "C", "H", "C", "H", "C", "H", "H", "C", "H", "C", "H", "C", "H", "C", "N", "H", "H", "H", "C", "N", "H", "H", "H", "H", "Hg", "H", "H", "C", "C", "H", "H", "H", "C", "C", "C", "C", "C", "Si", "C", "H", "Cl", "C", "S", "C", "C", "C", "C", "C", "H", "C", "H", "H", "H", "C", "C", "H", "C", "C", "H", "H", "C", "H", "H", "C", "C", "C", "C", "C", "C", "C", "C", "C", "H", "H", "H", "C", "C", "H", "Ge", "C", "Cl", "S", "N", "C", "N", "C", "N", "H", "H", "H", "C", "H", "H", "H", "C", "C", "H", "H", "C", "C"],
  "coordinates": [[3.73445, -0.39248, -2.07114], [-4.31631, -0.68525, -3.01111], [0.14389, 3.08269, -0.71673], [-0.76137, 4.35104, -2.56821], [-2.77980, 2.17646, -0.93161], [1.19369, 4.95627, 3.42217], [-1.42341, 1.97444, -6.83875], [1.76669, -5.07581, 0.59707], [2.51504, 4.27433, 7.65070], [2.20339, 2.82112, 4.59570], [-0.29950, 5.49917, -0.38345], [0.64237, -2.79972, -4.70632], [-3.19540, 1.36579, -1.51279], [3.59819, -2.84535, 3.99859], [3.96925, 0.45793, -3.29090], [1.15516, -0.97429, 3.91112], [1.07794, -1.38866, -3.67546], [1.80652, 1.84318, 2.30621], [0.08802, 6.28204, 1.53801], [-1.07976, 3.07898, -4.77111], [-5.11293, 0.87364, -4.27266], [0.12711, 5.39240, 0.91933], [-3.46091, -2.00670, -1.59134], [-2.25640, 2.02968, 4.00304], [1.28174, 1.88208, 1.09410], [-1.46956, 1.09672, -7.48268], [-0.79792, 0.71855, 3.16205], [0.14807, -5.07363, 2.62153], [0.65661, 3.02189, 0.66450], [1.17275, -2.49153, 0.88024], [3.77130, -1.88950, 2.49356], [5.80138, -3.00500, -3.04769], [-1.91661, -3.14028, -0.80656], [1.85198, 4.90730, 5.28209], [0.80869, -0.31391, -0.17546], [4.04643, -3.69110, 2.46676], [-2.36052, -5.39633, 0.04563], [1.73483, 2.90653, 3.23573], [-3.48895, 2.60402, 3.88857], [-3.84683, 3.23118, 4.71546], [-0.13919, 1.13566, -3.29746], [2.31464, 0.90744, 2.57236], [-1.77087, 1.17402, 3.01294], [4.56471, -1.61243, -1.97959], [0.46435, -2.29564, -3.74930], [1.18109, 4.10813, 2.77068], [-0.31566, 4.32936, -1.25051], [1.59028, -3.01447, 2.52011], [4.70703, -0.00929, -4.30420], [-3.58607, -3.77538, 3.77456], [3.20475, 2.01193, -3.54499], [-0.68865, 3.18519, -3.35709], [-1.55232, 4.34120, -5.89801], [1.40589, -5.26205, -1.54186], [1.14565, -3.18089, -0.26269], [-4.21168, 2.43812, 2.72006], [0.68457, -1.99048, 3.81631], [-1.04836, 1.88029, -5.48884], [-0.37211, -1.86906, 3.61938], [1.45206, -4.58779, -0.33130], [-0.60433, -1.98967, -3.71025], [-3.03842, -1.50785, 3.00287], [3.35188, 1.70261, 7.76533], [2.18636, 3.88633, 5.51761], [-3.20507, -3.63692, 2.77275], [-4.75003, -1.49159, -3.59765], [-3.75950, 1.55432, 1.72766], [-0.24119, 2.03825, -2.70294], [-0.82847, 0.89845, -5.04695], [1.65451, -6.31917, -1.58699], [3.45183, -2.86689, 2.89843], [1.07022, -4.90654, 4.09905], [-1.92605, 3.57207, -8.24545], [-2.92000, 0.03705, -1.16143], [-2.21929, -3.25861, 0.24236], [-3.56121, -0.97220, -1.88224], [0.63080, 4.19430, 1.46561], [0.80000, -3.15422, -2.58067], [-4.50706, 0.63502, -3.40469], [3.00794, 2.24921, 6.89608], [-2.50403, 0.93787, 1.84613], [2.59977, 3.55053, 6.82808], [1.84749, -5.56817, 2.60202], [5.44427, -1.80671, -5.20325], [4.92746, 0.56216, -5.22339], [1.10373, -4.53488, -2.69842], [1.14096, -4.79661, 2.99625], [0.76799, -2.48014, 4.81520], [-1.78408, -0.30740, 0.44748], [-3.90450, 1.65184, -2.65906], [4.64948, -2.53459, -0.50798], [2.89427, 1.39483, 5.41949], [0.16851, 1.95453, -1.42468], [-2.85914, -2.36480, 2.34159], [2.87242, -0.11147, -1.21218], [-1.68351, 3.23898, -7.23931], [0.72847, -2.52858, -1.38176], [1.05650, -4.99858, -3.69772], [-4.38064, 1.35771, 0.84874], [-5.13379, 2.99339, 2.53124], [-2.35738, -2.14039, 1.07590], [-3.40161, -5.76203, 2.20223], [-0.64089, 6.46635, -0.75500], [-4.02406, 2.68420, -3.00043], [-2.54437, -4.52096, 0.67639], [5.17226, -1.32247, -4.25547], [-1.55460, 2.23919, 4.83715], [-1.09858, 5.29945, -2.98079], [5.24226, -2.06568, -3.06388], [-3.09698, -4.72329, 1.92814]],
  "lowdin_charge": [-0.60, -0.11, -0.16, 0.03, 0.09, 0.09, -0.21, 0.06, 0.10, -0.43, -0.02, 0.07, -0.16, 0.02, -0.66, 0.00, 0.07, -0.09, 0.10, -0.44, 0.09, -0.05, 0.07, -0.12, 0.09, 0.11, 0.08, 0.01, -0.12, -0.11, 0.01, 0.08, 0.09, 0.10, 0.83, 0.02, 0.10, -0.21, -0.14, 0.10, 0.10, 0.11, -0.13, -0.66, -0.05, 0.05, -0.14, 0.39, -0.25, 0.09, 0.55, -0.20, 0.98, -0.11, -0.52, -0.11, -0.18, -0.12, -0.01, -0.06, 0.07, 0.09, 0.06, -0.14, -0.12, 0.09, -0.11, -0.09, 0.11, 0.09, -0.21, 0.02, 0.06, -0.31, -0.14, -0.11, -0.15, -0.35, -0.11, -0.46, -0.32, -0.21, 0.02, 0.05, 0.08, -0.09, -0.21, 0.03, 0.94, -0.11, 0.61, 1.03, 0.10, -0.14, -0.10, -0.43, 0.06, 0.09, 0.09, 0.09, -0.30, 0.10, 0.10, 0.10, -0.11, -0.22, 0.11, 0.11, -0.21, -0.13],
  "total_charge": -2,
  "lumo_energy_ev": [3.2, 3.2],
  "homo_lumo_gap_ev": [2.63, 2.63]
}

***

two:
{
  "formula": "C53H45Cl2GeHgN5S2Si",
  "method": "ωB97M-V/def2-TZVPD",
  "species": ["Cl", "H", "N", "H", "H", "Hg", "H", "C", "C", "H", "C", "H", "H", "C", "H", "C", "C", "H", "H", "H", "C", "C", "C", "H", "H", "C", "C", "C", "C", "H", "C", "H", "N", "C", "N", "H", "H", "C", "C", "C", "S", "C", "H", "H", "C", "H", "C", "C", "C", "H", "H", "H", "H", "H", "N", "C", "C", "C", "C", "N", "C", "C", "H", "C", "C", "H", "C", "H", "C", "H", "C", "C", "C", "Ge", "C", "C", "C", "H", "C", "C", "H", "C", "Cl", "H", "H", "S", "C", "H", "H", "C", "H", "Si", "C", "H", "C", "H", "C", "H", "C", "H", "C", "C", "H", "C", "H", "C", "H", "H", "H", "C"],
  "coordinates": [[-1.83827, -3.45311, -4.41911], [-1.83796, 4.02404, -5.15084], [0.12616, 2.36559, 0.40435], [6.16082, 1.36320, 1.12463], [3.92863, 5.05673, -2.32702], [-0.55324, 0.19264, -1.40316], [-0.41140, -4.83372, -1.27374], [3.53169, 4.17253, -2.87101], [-3.56947, 1.48872, -3.20446], [-5.17800, 4.53090, 6.77864], [-0.71004, -4.71872, 2.77947], [2.95802, -0.76156, 3.12309], [-1.99275, -4.69124, 4.95342], [-4.46243, 3.97767, 6.19123], [4.44754, -1.43569, -0.97667], [2.54522, -0.15495, 1.11244], [5.16597, 0.97613, 1.13129], [4.01254, -4.65309, -3.77432], [0.72275, 1.48880, 2.71500], [-3.06791, 0.66822, -3.84322], [-0.25126, 4.47091, -0.79375], [1.33635, 2.35813, 2.53268], [2.53648, 1.94453, -2.85235], [-3.21100, 5.19549, -2.47053], [-0.72719, 2.76695, -4.73867], [3.36710, -0.25327, 2.25736], [2.92789, 1.79069, -4.21456], [4.32541, -3.12731, -2.24827], [-0.01206, -5.68171, -0.76237], [-5.59792, -4.10268, -1.56442], [-3.39971, 4.50241, 5.53607], [4.67532, 1.59432, -0.89757], [-0.80389, 0.12237, 3.20110], [0.85658, -7.82521, -0.58179], [-0.95876, -1.85242, -2.09106], [1.39077, 3.04131, 3.36218], [-4.12675, -4.72596, -3.42930], [-2.47127, -0.13763, 5.49541], [3.91298, -1.90779, -1.78076], [-4.24976, -2.79686, -0.62189], [0.86939, -7.25431, 1.06009], [-2.52584, 3.53297, 5.04330], [5.24704, -3.61299, -1.86011], [-4.88950, -2.57362, 0.25526], [-3.13603, -2.01237, -0.89964], [-1.58771, 3.77361, 4.56020], [0.82456, 3.05325, 1.29565], [3.67097, -3.72520, -3.35410], [4.65001, 0.33965, 2.26771], [1.52855, 4.94320, 2.04801], [-4.52811, 4.07333, -2.19044], [0.53156, -3.15101, 0.13436], [-4.09043, 0.93569, -2.38847], [5.23761, 0.25122, 3.15620], [-0.25466, -2.11475, 1.72978], [-1.76431, -1.27661, 4.98217], [0.03671, -3.23261, 1.06391], [4.03174, 3.97547, -4.17088], [-1.39472, 1.15235, 3.79854], [-1.11771, 2.33623, -1.60668], [-1.02759, -3.58445, 3.52687], [-4.62786, -3.70428, -1.57968], [2.67224, 0.90576, -4.70785], [-3.41912, 4.25039, -1.95708], [-2.67765, -3.24894, -2.92918], [1.31788, -1.41399, -3.95994], [0.39996, -6.87495, -1.44171], [-3.21925, 5.56377, 5.41734], [2.80906, -1.29586, -2.38696], [3.81374, 2.67797, -5.88657], [-1.32302, 3.60437, -4.25658], [-0.43583, 3.03963, -0.68487], [0.58577, 5.11355, 0.08969], [2.14205, 0.40796, -1.72732], [2.81802, 3.16404, -2.19585], [-3.85355, -3.97830, -2.68466], [-1.68868, -3.66357, 4.76197], [-3.12267, -0.11145, 6.35314], [-3.03895, 2.24682, 5.27848], [-2.17260, -2.25403, -1.96671], [-0.51363, 4.30158, -3.95441], [0.07387, -5.74168, 0.61911], [-2.77405, -0.74987, 0.23824], [0.31112, -7.09100, -2.47657], [-0.48878, 4.93268, -1.72582], [-4.66765, 2.22416, 6.04900], [-1.03127, -1.07898, 3.76223], [-2.39909, -2.62791, 6.51027], [-1.23931, 2.15253, 3.30552], [-0.19899, -4.57568, 1.48498], [1.40953, -0.45515, 1.09910], [-2.35495, 2.89406, -2.77118], [4.31362, 1.11538, 0.00433], [-3.30265, 4.39771, -0.86984], [2.58606, -3.09685, -3.94658], [4.66280, 4.70984, -4.64887], [-2.28815, 1.06203, 4.86537], [-4.34757, 1.83039, -3.92519], [1.04575, 4.43746, 1.20505], [2.13945, -3.55008, -4.85500], [2.19418, -1.86776, -3.48758], [-1.96445, -2.53635, 5.50227], [2.49218, 3.33783, -1.16639], [3.06966, 0.56258, -0.00127], [0.87199, 6.18765, -0.05367], [3.58020, 2.81325, -4.84084], [-0.81934, -5.73504, 3.17643], [2.34010, 2.03179, 2.32563], [1.15670, -8.85489, -0.80495], [-0.64559, -2.26702, 2.98575]],
  "lowdin_charge": [0.57, 0.01, 0.12, 0.07, 0.10, 0.81, 0.10, -0.11, -0.21, 0.05, 0.02, 0.09, 0.11, -0.43, 0.08, -0.12, -0.09, 0.07, 0.03, 0.05, -0.08, -0.05, -0.30, 0.00, 0.03, -0.11, -0.12, -0.11, -0.09, 0.05, -0.21, 0.09, 0.15, -0.44, -0.16, 0.07, 0.08, 0.03, -0.12, -0.19, 0.96, -0.10, 0.10, 0.09, -0.63, 0.11, -0.36, -0.12, -0.12, 0.09, 0.03, 0.10, 0.03, 0.07, 0.13, -0.15, -0.04, -0.11, -0.07, -0.19, -0.15, -0.22, 0.07, -0.21, -0.67, 0.09, -0.17, 0.10, -0.32, 0.08, -0.19, -0.46, -0.14, 0.89, -0.13, -0.18, -0.04, 0.10, -0.43, -0.65, 0.01, -0.45, 0.59, 0.09, 0.07, 0.99, -0.13, 0.11, 0.13, -0.18, 0.10, 0.44, -0.14, 0.02, -0.12, 0.08, -0.24, 0.01, -0.11, 0.10, -0.15, -0.06, 0.09, -0.37, 0.11, -0.13, 0.12, 0.05, 0.06, -0.13],
  "total_charge": -2,
  "lumo_energy_ev": 3.3,
  "homo_lumo_gap_ev": 3.64
}

***

What should be chosen as the most stable of them? Choose one.

***

one:
{
  "formula": "C6H5N",
  "method": "ωB97M-V/def2-TZVPD",
  "species": ["H", "H", "C", "C", "C", "N", "H", "H", "C", "C", "C", "H"],
  "coordinates": [[0.85934, 1.82758, 0.25009], [-1.53607, -2.30831, -0.08741], [0.56799, 0.83273, 0.41542], [2.66339, -0.57581, -0.79277], [-0.73490, 0.82485, -0.22355], [-1.43989, -0.34602, -0.45902], [-0.52312, 1.19968, -1.31225], [-0.15941, -1.47586, 0.87627], [1.25471, -0.12779, 1.31193], [-1.13246, -1.37230, 0.16615], [1.71579, -0.08029, -0.14192], [-1.53537, 1.60155, -0.00296]],
  "lowdin_charge": [0.12, 0.06, -0.28, 0.18, -0.28, -0.02, 0.17, 0.10, 0.21, -0.02, -0.40, 0.15],
  "lumo_energy_ev": -1.5,
  "homo_lumo_gap_ev": 8.43
}

***

two:
{
  "formula": "C6H5N",
  "method": "ωB97M-V/def2-TZVPD",
  "species": ["H", "H", "C", "C", "C", "N", "H", "C", "C", "H", "H", "C"],
  "coordinates": [[-1.36342, -2.20389, 1.06807], [2.45740, 1.26709, 0.25321], [-1.55308, -1.04733, -0.85560], [1.04352, -0.27939, -0.29068], [-0.35563, -0.23859, -0.07899], [-0.74808, 1.02112, 0.42979], [-1.99129, -1.13239, -1.78879], [1.50711, 0.90504, 0.18345], [0.36539, 1.64929, 0.52804], [1.55556, -1.20399, -0.71475], [0.32524, 2.73547, 0.95163], [-1.24271, -1.47243, 0.31462]],
  "lowdin_charge": [0.09, 0.07, 0.10, -0.03, -0.44, 0.09, 0.07, -0.07, -0.20, 0.14, 0.14, 0.05],
  "lumo_energy_ev": 0.7,
  "homo_lumo_gap_ev": 10.07
}

***

What should be chosen as the most stable of them? Choose two.

***

one:
{
  "formula": "C6H5N",
  "method": "ωB97M-V/def2-TZVPD",
  "species": ["C", "H", "H", "N", "C", "H", "H", "C", "C", "H", "C", "C"],
  "coordinates": [[1.33952, -0.06449, -0.56756], [2.11860, 0.26969, 0.11810], [-2.70781, -0.27264, 2.16568], [0.27041, -2.24907, -0.03933], [-1.01356, -0.09981, 0.62724], [1.61054, 0.19151, -1.58753], [0.26908, 2.57412, -1.27938], [1.07069, -1.46491, -0.40520], [-1.91567, -0.14971, 1.46539], [-0.69445, -1.34404, 0.37577], [-0.05843, 0.71277, -0.22103], [-0.28891, 1.89657, -0.65215]],
  "lowdin_charge": [-0.11, 0.12, 0.04, 0.14, -0.20, 0.11, 0.04, -0.20, 0.16, 0.09, -0.33, 0.14],
  "lumo_energy_ev": [-0.7, -0.1],
  "homo_lumo_gap_ev": [6.08, 8.79]
}

***

two:
{
  "formula": "C6H5N",
  "method": "ωB97M-V/def2-TZVPD",
  "species": ["C", "C", "H", "C", "H", "H", "H", "C", "C", "C", "H", "N"],
  "coordinates": [[-0.08299, -1.29278, 0.79107], [-0.65093, -2.35616, 1.17781], [-2.21048, 2.12936, -2.01913], [-0.30879, 1.23400, -1.14850], [-1.67406, -2.61767, 1.42071], [1.77498, 0.73526, -1.29881], [0.89430, -2.05029, 0.84603], [0.84777, -0.40281, 0.36852], [0.92254, 0.66866, -0.62805], [-1.31751, 1.70690, -1.60930], [0.52590, 1.36774, 1.29369], [1.27928, 0.87778, 0.80595]],
  "lowdin_charge": [-0.20, 0.07, 0.03, -0.09, 0.04, 0.13, 0.21, -0.26, -0.26, 0.12, 0.11, 0.09],
  "lumo_energy_ev": 0.6,
  "homo_lumo_gap_ev": 8.20
}

***

What should be chosen as the most stable of them? Choose one.

***

one:
{
  "formula": "C5H6OS2",
  "method": "ωB97M-V/def2-TZVPD",
  "species": ["H", "C", "C", "S", "C", "H", "C", "O", "H", "S", "C", "H", "H", "H"],
  "coordinates": [[1.72002, 1.82879, 0.41146], [-1.05922, -0.22123, -0.10565], [2.15856, -0.76500, 0.94831], [-2.58912, -0.72696, 0.13394], [1.10908, 1.25407, -0.28611], [0.22644, -2.00470, -0.46467], [0.16106, -0.94319, -0.67163], [2.67400, -0.61584, -0.36825], [0.12397, -0.80278, -1.73997], [-0.63500, 1.45705, 0.15046], [1.33452, -0.23851, -0.12572], [2.56842, -0.10587, 1.72271], [1.31571, 1.57598, -1.32830], [2.01525, -1.76302, 1.23913]],
  "lowdin_charge": [0.09, -1.11, -0.06, 0.64, -0.36, 0.13, -0.17, 0.01, 0.13, 0.92, -0.56, 0.13, 0.11, 0.11],
  "lumo_energy_ev": -0.2,
  "homo_lumo_gap_ev": 8.58
}

***

two:
{
  "formula": "C5H6OS2",
  "method": "ωB97M-V/def2-TZVPD",
  "species": ["S", "C", "C", "H", "H", "H", "H", "C", "H", "O", "H", "S", "C", "C"],
  "coordinates": [[1.60283, 0.18579, 0.03046], [-0.69740, -0.62543, -0.24364], [-0.92470, 0.63619, 0.35513], [-0.75742, 0.75851, 1.38599], [0.28526, -1.37280, 1.45584], [2.21275, -2.50310, 0.17061], [1.65679, -1.79647, -1.22129], [0.61184, -1.17476, 0.48519], [-0.51168, -0.78298, -1.34965], [0.78927, 2.60907, -0.17887], [0.63690, -3.07113, -0.21660], [-2.44888, -0.22134, -0.07490], [0.35999, 1.44864, -0.07680], [1.26693, -2.20726, -0.20037]],
  "lowdin_charge": [1.08, -0.63, -0.57, 0.10, 0.11, 0.07, 0.11, -0.64, 0.13, 0.00, 0.09, 0.93, -0.56, -0.21],
  "lumo_energy_ev": 0.1,
  "homo_lumo_gap_ev": 9.53
}

***

What should be chosen as the most stable of them? Choose one.